Below is a structure of composition C39H65BBrClN3O4P2S2Tl in a non-equilibrium geometry, with properties calculated with wB97M-V/def2-TZVPD.

The geometry in XYZ format:
```
119
Properties=species:S:1:pos:R:3:lowdin_charge:R:1
Tl -20.950 8.740 -2.873 0.450
C -23.423 6.800 -5.786 -0.121
C -21.977 6.682 -6.233 -0.662
C -21.823 6.334 -7.732 -0.092
C -21.354 5.588 -5.370 -0.121
P -21.070 8.360 -5.664 1.008
C -19.454 8.156 -6.610 -0.261
N -18.433 8.662 -5.673 -0.016
B -18.735 9.467 -4.535 -0.421
N -17.400 9.947 -4.083 -0.017
C -17.123 10.857 -3.011 -0.287
P -17.601 10.334 -1.200 1.164
C -16.311 9.073 -0.644 -0.715
C -14.927 9.684 -0.727 -0.116
C -16.628 8.488 0.760 -0.097
C -16.471 7.859 -1.586 -0.096
C -17.240 12.030 -0.283 -0.697
C -17.092 11.743 1.216 -0.116
C -16.082 12.808 -0.855 -0.114
C -18.562 12.768 -0.459 -0.158
C -16.419 9.360 -4.897 -0.193
C -15.041 9.468 -4.806 0.003
C -14.352 8.616 -5.720 -0.114
C -14.958 7.850 -6.661 -0.121
C -16.366 7.782 -6.784 0.008
C -17.049 8.499 -5.806 -0.168
C -21.886 9.773 -6.630 -0.710
C -22.380 9.469 -8.033 -0.108
C -22.986 10.375 -5.742 -0.124
C -20.854 10.912 -6.778 -0.111
H -23.925 5.815 -6.010 0.108
H -23.479 6.999 -4.716 0.076
H -24.016 7.575 -6.283 0.064
H -22.828 6.132 -8.212 0.098
H -21.448 7.220 -8.281 0.043
H -21.185 5.457 -7.886 0.076
H -21.523 4.581 -5.823 0.096
H -20.267 5.687 -5.290 0.073
H -21.773 5.477 -4.348 0.092
H -19.307 7.136 -6.899 0.078
H -19.496 8.746 -7.494 0.064
H -16.088 11.158 -3.085 0.061
H -17.743 11.729 -3.206 0.081
H -14.775 10.351 0.116 0.060
H -14.145 8.895 -0.630 0.092
H -14.746 10.146 -1.680 0.041
H -16.598 9.288 1.480 0.029
H -17.662 8.122 0.822 0.070
H -15.876 7.700 1.087 0.107
H -16.256 8.180 -2.584 0.043
H -15.830 6.985 -1.300 0.105
H -17.515 7.590 -1.572 0.067
H -16.153 11.297 1.561 0.063
H -17.371 12.628 1.861 0.099
H -17.822 11.004 1.532 0.068
H -15.111 12.209 -0.890 0.076
H -16.372 13.151 -1.861 0.071
H -15.912 13.673 -0.151 0.094
H -19.445 12.137 -0.247 0.062
H -18.647 13.695 0.115 0.081
H -18.828 13.038 -1.477 0.045
H -14.480 10.089 -4.082 0.109
H -13.301 8.530 -5.612 0.083
H -14.326 7.274 -7.264 0.077
H -16.858 7.163 -7.563 0.116
H -22.980 8.570 -8.032 0.045
H -22.972 10.383 -8.359 0.103
H -21.570 9.285 -8.776 0.086
H -23.783 9.651 -5.382 0.088
H -22.532 10.970 -4.897 0.018
H -23.582 11.094 -6.369 0.087
H -19.955 10.570 -7.358 0.078
H -21.259 11.729 -7.423 0.098
H -20.539 11.268 -5.797 0.054
C -23.852 12.137 5.334 -0.059
C -23.500 12.264 3.811 -0.568
C -22.063 12.821 3.604 -0.078
C -24.514 13.287 3.221 -0.090
C -23.529 10.954 3.081 -0.251
C -22.360 10.165 3.077 -0.140
C -22.205 9.148 2.160 -0.619
Br -20.753 7.976 2.428 0.689
C -23.118 9.035 1.056 -0.462
O -22.779 8.546 -0.042 -0.160
C -24.418 9.672 1.283 -0.118
C -24.624 10.564 2.319 -0.024
C -25.439 9.347 0.200 -0.545
C -25.032 10.175 -1.031 -0.051
C -25.610 7.834 -0.088 -0.047
C -26.841 9.851 0.679 -0.090
H -24.167 13.127 5.684 0.057
H -22.995 11.793 5.989 0.085
H -24.686 11.415 5.459 0.082
H -22.137 13.934 3.856 0.081
H -21.740 12.677 2.526 0.108
H -21.350 12.327 4.337 0.080
H -24.288 14.288 3.663 0.065
H -25.586 13.031 3.505 0.088
H -24.470 13.422 2.092 0.101
H -21.522 10.417 3.715 0.079
H -25.617 10.964 2.503 0.092
H -24.083 9.775 -1.495 0.076
H -24.949 11.275 -0.784 0.100
H -25.908 10.090 -1.711 0.071
H -24.735 7.425 -0.619 0.075
H -26.578 7.822 -0.626 0.068
H -25.761 7.294 0.884 0.098
H -26.833 10.904 0.931 0.055
H -27.184 9.353 1.615 0.092
H -27.586 9.720 -0.111 0.066
Cl -21.142 11.361 -2.717 -0.212
O -23.235 -0.951 -1.394 -0.439
S -22.013 -1.647 -1.040 0.371
O -22.167 -2.716 -0.079 -0.447
O -20.826 -1.456 -1.854 -0.445
S -19.506 3.303 0.145 0.707
N -18.786 0.682 0.170 0.113
C -19.080 1.842 0.277 -0.942
H -19.163 -0.164 0.597 0.083
```

Calculated values
F_max	0.127	hartree/bohr
total charge	-2
gap between HOMO and LUMO (alpha / beta)	4.943 / 2.438	eV